1.
This record from the OMol25 dataset describes a molecular structure, C34H45BrClF9N4O5SSi2TeTi at a distorted geometry. The level of theory is ωB97M-V/def2-TZVPD.

The geometry in XYZ format:
```
104
Properties=species:S:1:pos:R:3:forces:R:3
Ti 1.1485 -0.1813 -1.4303 0.2758 1.5310 -0.1303
C -1.4926 -3.2127 -3.1514 0.0171 0.0527 -0.0737
C -0.3722 -2.3898 -2.6011 -0.1737 -0.0163 0.2458
N -0.5497 -1.1915 -2.1359 -0.3368 -0.2564 -0.3669
O -1.8275 -0.6913 -2.2234 0.0479 -0.8248 0.1082
C 0.9517 -2.9495 -2.4666 0.0129 -0.0225 0.0675
C 1.3376 -4.3121 -2.9400 0.0109 0.0078 -0.0159
N 1.7970 -2.1538 -1.8520 0.0116 -0.4721 0.1354
O 3.0132 -2.4891 -1.6384 0.0531 -0.0099 -0.0449
H -2.3194 -2.5731 -3.4446 -0.0070 0.0117 -0.0047
H -1.8466 -3.9099 -2.3857 -0.0099 0.0054 0.0041
H -1.1494 -3.8006 -4.0030 0.0051 -0.0092 0.0069
H -1.6946 0.3250 -2.3152 -0.0157 0.2763 -0.0745
H 1.2661 -4.4017 -4.0280 0.0022 0.0012 -0.0029
H 0.7102 -5.0933 -2.4987 -0.0121 0.0061 -0.0032
H 2.3730 -4.4802 -2.6477 -0.0028 -0.0042 0.0009
Cl 2.2849 4.6230 3.9877 -0.0182 0.0186 0.0037
C 2.3350 3.1844 2.9772 -0.0025 -0.0150 -0.0050
C 2.8273 3.2748 1.6862 0.0003 0.0102 -0.0260
C 2.8333 2.1442 0.8885 0.0056 0.0406 -0.0174
C 2.3485 0.9081 1.3390 0.0325 0.0023 -0.0612
C 2.3259 -0.2631 0.4419 0.0462 -0.2255 -0.0977
C 1.8918 0.8589 2.6612 -0.0370 -0.0072 -0.0133
C 1.8732 1.9809 3.4748 -0.0079 0.0064 0.0116
H 3.1865 4.2224 1.3045 0.0015 -0.0027 0.0019
H 3.2099 2.2187 -0.1257 -0.0043 0.0163 -0.0086
H 2.2272 -1.2025 0.9885 0.0039 0.0246 0.0169
H 3.2738 -0.3361 -0.1147 -0.0094 -0.0343 -0.0120
H 1.5110 -0.0777 3.0498 -0.0103 0.0011 -0.0009
H 1.4803 1.9260 4.4814 -0.0098 -0.0039 -0.0023
C -4.5416 0.0302 4.0894 0.0175 0.0154 -0.0125
Si -3.2085 -1.2647 4.3193 -0.0299 0.0405 0.0307
C -3.9799 -2.6474 5.3542 -0.0002 -0.0036 0.0009
C -1.7399 -0.6176 5.2810 0.0143 -0.0013 0.0097
C -2.7009 -2.0571 2.7011 -0.0027 -0.1046 -0.0179
Te -1.0558 -1.2698 1.5547 0.0783 -0.0385 0.0920
C -0.6082 -3.2444 0.8081 -0.0573 -0.0127 -0.0343
Si 0.4724 -4.3253 1.8841 0.0002 -0.0073 -0.0054
C 0.1310 -6.1286 1.4361 0.0167 0.0049 -0.0263
C 0.0908 -4.1312 3.7190 -0.0115 -0.0228 0.0023
C 2.2901 -3.9760 1.5815 -0.0069 0.0500 0.0271
H -4.9256 0.3520 5.0615 -0.0073 0.0170 0.0057
H -5.3769 -0.3856 3.5193 -0.0135 -0.0091 -0.0040
H -4.1539 0.9046 3.5628 -0.0281 -0.0613 0.0292
H -4.3022 -2.2727 6.3298 -0.0041 -0.0035 -0.0020
H -3.2642 -3.4561 5.5237 0.0047 0.0011 0.0019
H -4.8541 -3.0722 4.8533 0.0034 -0.0026 0.0004
H -2.0686 -0.1541 6.2154 0.0017 -0.0029 0.0011
H -1.1718 0.1219 4.7150 -0.0045 -0.0150 0.0099
H -1.0640 -1.4401 5.5308 0.0020 -0.0008 0.0047
H -3.5647 -2.1642 2.0399 0.0116 0.0287 -0.0027
H -2.3697 -3.0684 2.9555 0.0005 0.0001 -0.0191
H -0.0937 -3.0845 -0.1418 0.0231 -0.0148 -0.0054
H -1.5679 -3.7135 0.5746 -0.0101 0.0286 0.0078
H -0.9320 -6.3634 1.5371 0.0023 -0.0014 0.0056
H 0.6917 -6.8086 2.0837 0.0033 -0.0018 -0.0048
H 0.4237 -6.3326 0.4027 -0.0047 0.0025 -0.0014
H -0.8023 -4.6879 4.0160 -0.0114 0.0188 -0.0034
H -0.0610 -3.0774 3.9657 0.0271 -0.0033 0.0028
H 0.9291 -4.4983 4.3174 -0.0106 -0.0253 0.0008
H 2.4730 -3.5022 0.6126 -0.0045 -0.0491 -0.0238
H 2.8541 -4.9131 1.6054 0.0161 0.0119 0.0293
H 2.7068 -3.3182 2.3480 -0.0135 0.0258 -0.0143
F 4.2201 -1.1602 -3.9521 -0.0054 -0.0075 0.0103
C 3.2796 -0.6961 -4.7782 -0.0462 -0.0309 0.0386
F 3.8719 -0.5131 -5.9815 0.0133 0.0089 0.0100
F 2.3667 -1.6566 -4.9370 0.0128 0.0129 -0.0189
C 2.6124 0.6101 -4.2148 -0.0431 0.1718 -0.0754
O 1.6510 0.3512 -3.3367 0.2310 -0.4011 0.3078
C 1.9873 1.3964 -5.4157 -0.0139 -0.0270 -0.0198
F 1.2762 0.5622 -6.1980 0.0233 0.0126 0.0037
F 2.9171 1.9795 -6.2062 -0.0079 0.0091 0.0052
F 1.1678 2.3475 -4.9966 -0.0025 -0.0128 -0.0054
C 3.7324 1.4965 -3.5760 0.0089 -0.0022 -0.0371
F 3.3433 2.7696 -3.4669 -0.0041 -0.0010 0.0245
F 4.8861 1.4908 -4.2759 0.0063 0.0115 0.0033
F 4.0160 1.0618 -2.3399 0.0133 -0.0073 -0.0133
Br -1.6871 6.7748 -4.4713 0.0100 -0.0114 0.0063
C -0.6213 5.7086 -3.2712 -0.0051 0.0673 0.0383
C 0.3949 6.3617 -2.5626 -0.0036 -0.0447 0.0092
C 1.1742 5.5511 -1.7057 -0.0036 -0.0054 -0.0213
C 0.9282 4.2108 -1.5568 -0.0158 -0.0055 -0.0355
C -0.1386 3.5714 -2.2548 -0.0181 -0.0362 -0.0232
C -0.9071 4.3789 -3.1586 0.0101 -0.0542 0.0429
C -0.5113 2.2230 -2.0246 0.1927 0.1829 0.0922
O -1.5532 1.7093 -2.5447 -0.0179 0.4227 -0.1357
O 0.2454 1.4784 -1.2096 -0.2090 -0.2234 -0.0593
H 0.5871 7.4158 -2.6953 -0.0016 -0.0009 0.0010
H 1.9866 6.0068 -1.1480 -0.0007 -0.0015 -0.0068
H 1.5179 3.6206 -0.8730 0.0517 -0.0412 0.0412
H -1.7073 3.9209 -3.7219 0.0041 -0.0028 -0.0219
C -3.4118 1.7567 0.0590 -0.0760 -0.0730 -0.0122
N -2.6543 2.9238 0.4599 0.0491 0.0497 0.0534
C -2.5089 4.0698 -0.3086 0.0055 -0.0567 0.0156
C -1.6498 4.8801 0.3323 -0.0027 0.0995 -0.0234
N -1.2910 4.2245 1.4952 0.0907 -0.0574 0.0100
C -1.9026 3.0184 1.5802 0.0539 0.0594 -0.1164
S -1.7532 1.9290 2.8557 -0.0295 -0.0177 0.1278
H -4.4836 1.9509 0.1374 0.0006 0.0111 0.0194
H -3.1386 0.9344 0.7151 -0.0112 0.0039 0.0011
H -3.1384 1.5009 -0.9636 -0.0432 0.0323 0.0347
H -2.9552 4.1563 -1.2822 -0.0132 0.0066 -0.0052
H -1.2058 5.8120 0.0296 -0.0262 -0.0319 -0.0365
H -0.5526 4.4809 2.1285 -0.0484 0.0197 0.0449
```
Positions in Å, forces in eV/Å.

Values from the calculation:
expectation value of S² = 2.0320
spin multiplicity = 3
highest occupied orbital energy (spin up / spin down) = 0.0032 / -0.0998 Eh
E_LUMO (spin up / spin down) = 3.65 / 3.65 eV
net charge = -2
Kohn-Sham gap (spin up / spin down) = 3.562 / 6.365 eV


2.
This record from the OMol25 dataset describes 2 unconnected molecules or ions with the total composition C4H10BrN at a distorted geometry. The level of theory is ωB97M-V/def2-TZVPD.

The geometry in XYZ format:
```
16
Properties=species:S:1:pos:R:3:forces:R:3
C 0.7074 -1.8023 0.4165 1.8243 -1.5622 0.3366
C 0.6790 1.8595 -0.5945 -1.1687 -1.5914 -0.1706
C 0.2034 -0.6302 -0.4876 -1.0328 -2.1001 -0.7784
C 0.3324 0.6563 0.1544 -0.8182 -0.3922 3.1838
N -2.3123 0.9121 0.6982 2.0802 0.6554 1.2960
Br -3.0724 -0.4154 -0.2071 -0.6668 -0.8869 -0.4150
H 0.3989 -1.7511 1.5068 -0.0221 0.2555 -1.3427
H 0.4409 -2.9066 0.0776 0.4642 2.4675 0.3638
H 1.8962 -1.7390 0.4752 -2.4346 -0.2643 -0.2080
H 0.5422 2.7329 -0.0385 0.0725 1.4215 0.6564
H 1.6466 1.7015 -0.9895 1.3489 0.3600 -0.5420
H -0.0274 1.7885 -1.3955 -0.2972 0.7182 -1.0182
H 0.7146 -0.6273 -1.4593 0.3907 -0.0577 0.1946
H -0.8763 -0.8748 -0.8951 1.4581 0.5100 1.0159
H 0.4277 0.6273 1.2999 -0.0383 0.1912 -1.8291
H -1.7009 0.4684 1.4385 -1.1600 0.2755 -0.7430
```
Positions in Å, forces in eV/Å.

Values from the calculation:
spin multiplicity = 1
highest occupied orbital energy (spin up / spin down) = -0.2815 / -0.3305 Eh
E_LUMO (spin up / spin down) = -0.59 / 0.37 eV
net charge = 0
Kohn-Sham gap (spin up / spin down) = 7.074 / 9.367 eV


3.
This record from the OMol25 dataset describes 3 unconnected molecules or ions with the total composition C20H39Br2ClO5S. The level of theory is ωB97M-V/def2-TZVPD.

The geometry in XYZ format:
```
68
Properties=species:S:1:pos:R:3:forces:R:3
C 1.0971 1.4992 -0.1433 -0.0071 -0.0845 -0.0514
C 0.8525 2.8574 -0.7542 -0.0533 -0.2182 0.2010
Br -0.9541 3.1114 -1.2415 -0.0852 0.0414 -0.0325
C 1.7521 3.8258 -0.9333 0.0303 0.0150 -0.0185
Br 1.2726 5.4579 -1.7297 0.0898 0.0791 -0.0492
C 3.2245 3.6053 -0.5654 0.1060 -0.0449 -0.1746
Cl 4.1486 5.1120 -0.4614 -0.0726 0.0022 0.0380
O 3.2574 3.0079 0.7269 -0.0285 0.0692 0.0025
S 4.3826 1.8732 0.8101 -0.1763 -0.0028 0.0385
O 3.9073 0.8659 1.6807 0.0785 -0.0366 0.0259
O 5.6545 2.4746 0.9755 0.0841 -0.0338 -0.0234
O 4.1822 1.3951 -0.6834 0.2548 0.1479 -0.0432
C 3.8982 2.5380 -1.5415 -0.1092 -0.1014 0.0334
C 5.1327 2.9114 -2.3421 0.0617 0.1125 -0.0179
C 4.8346 3.4280 -3.7507 -0.0449 -0.0076 0.0008
C 3.8581 2.5540 -4.5413 0.0101 -0.0501 -0.0319
O 4.3499 4.7627 -3.6239 -0.1225 -0.0438 -0.0351
H 1.3011 1.5893 0.9254 -0.0364 -0.0296 -0.1173
H 1.9465 0.9886 -0.6040 -0.1306 0.0830 0.0982
H 0.2228 0.8658 -0.2748 0.0162 0.0574 -0.0163
H 3.1167 2.1731 -2.2069 0.0117 0.0460 0.0932
H 5.7278 3.6507 -1.8040 0.0268 -0.0990 -0.0795
H 5.7376 2.0045 -2.4310 -0.1008 0.0347 0.0069
H 5.7924 3.4512 -4.2853 -0.0355 -0.0026 0.0575
H 4.0512 2.6280 -5.6136 -0.0565 0.0492 0.0690
H 2.8234 2.8648 -4.3610 0.0729 -0.0363 0.0430
H 3.9389 1.4986 -4.2665 0.0709 0.0595 -0.0554
H 3.7419 4.9582 -4.3456 0.1199 -0.0249 0.0327
C -1.8849 2.6765 2.9280 0.0409 -0.0130 0.0480
C -1.2356 1.5949 3.7863 -0.0191 0.0180 -0.0219
C -0.9936 0.2895 3.0311 0.0180 -0.0031 -0.0095
C -2.2468 -0.3611 2.4457 -0.0124 -0.0266 -0.0285
C -3.3377 -0.6993 3.4595 0.0035 -0.0054 0.0139
C -2.8892 -1.6960 4.5229 -0.0113 0.0167 -0.0007
H -2.8792 2.3806 2.5897 -0.0012 0.0026 -0.0028
H -1.9913 3.6082 3.4847 0.0084 0.0100 -0.0172
H -1.2815 2.8823 2.0401 -0.0147 0.0089 -0.0115
H -1.8532 1.4116 4.6703 0.0004 -0.0301 0.0003
H -0.2745 1.9569 4.1611 -0.0136 0.0215 0.0093
H -0.4781 -0.4170 3.6871 -0.0202 -0.0073 0.0064
H -0.3017 0.4885 2.2074 0.0232 -0.0082 0.0114
H -1.9472 -1.2809 1.9329 -0.0266 -0.0104 0.0194
H -2.6663 0.2894 1.6723 0.0042 -0.0070 -0.0076
H -4.1959 -1.1107 2.9209 -0.0060 0.0054 0.0069
H -3.6947 0.2152 3.9419 0.0022 0.0086 -0.0062
H -2.5515 -2.6279 4.0630 0.0145 0.0021 0.0027
H -3.7043 -1.9376 5.2061 0.0003 -0.0082 -0.0054
H -2.0654 -1.3039 5.1214 -0.0005 0.0010 -0.0002
C -3.5547 -6.2759 -1.7887 0.0104 0.0131 -0.0125
C -2.2217 -5.5370 -1.8390 -0.0061 -0.0134 -0.0038
C -1.7873 -4.9677 -0.4892 0.0079 0.0003 0.0080
C -2.7489 -3.9413 0.1130 -0.0020 -0.0054 0.0101
C -3.0394 -2.7341 -0.7777 0.0076 0.0205 0.0250
C -1.7981 -1.9148 -1.1127 0.0047 0.0342 -0.0090
H -4.3708 -5.6158 -1.4904 -0.0005 0.0001 -0.0021
H -3.8112 -6.6931 -2.7632 0.0033 -0.0088 0.0044
H -3.5152 -7.0996 -1.0724 -0.0097 0.0069 0.0100
H -2.2774 -4.7349 -2.5807 0.0106 0.0087 0.0044
H -1.4453 -6.2199 -2.1938 -0.0040 0.0014 -0.0069
H -0.7947 -4.5213 -0.5946 -0.0035 0.0073 0.0055
H -1.6708 -5.7919 0.2218 0.0007 -0.0036 -0.0062
H -2.3285 -3.5877 1.0607 -0.0047 0.0045 -0.0026
H -3.6933 -4.4293 0.3690 0.0042 -0.0071 -0.0015
H -3.7617 -2.0928 -0.2648 0.0002 0.0082 -0.0107
H -3.5266 -3.0574 -1.7019 -0.0086 -0.0143 0.0068
H -1.3161 -1.5660 -0.1965 0.0443 0.0052 -0.0260
H -2.0534 -1.0381 -1.7105 0.0002 0.0085 0.0099
H -1.0632 -2.4931 -1.6753 -0.0195 -0.0222 -0.0042
```
Positions in Å, forces in eV/Å.

Values from the calculation:
spin multiplicity = 1
highest occupied orbital energy = -0.3492 Eh
E_LUMO = 0.23 eV
SMILES = C/C(Br)=C(/Br)[C@@]1(Cl)OS(=O)(=O)O[C@@H]1C[C@@H](C)O.CCCCCC.CCCCCC
net charge = 0
Kohn-Sham gap = 9.730 eV


4.
This record from the OMol25 dataset describes 2 unconnected molecules or ions with the total composition CH2IN at a distorted geometry. The level of theory is ωB97M-V/def2-TZVPD.

The geometry in XYZ format:
```
5
Properties=species:S:1:pos:R:3:forces:R:3
C 1.0159 -0.0305 -0.1500 1.8855 0.8924 0.0254
N 2.0863 0.4713 -0.1160 -1.2543 -0.5635 0.1900
I -3.7224 -0.6507 -0.2102 -2.4856 0.0892 -1.1596
H -2.3661 -0.6997 0.4289 2.5229 -0.0831 1.1439
H 2.9864 0.9095 0.0472 -0.6686 -0.3349 -0.1997
```
Positions in Å, forces in eV/Å.

Values from the calculation:
spin multiplicity = 1
highest occupied orbital energy = -0.3621 Eh
E_LUMO = 1.00 eV
net charge = 0
Kohn-Sham gap = 10.856 eV